(1)
DFT (wB97M-V/def2-TZVPD) results for a cluster of 10 separate species, C27H62N12O21 in total.

XYZ file:
```
122
C27H62N12O21 | the Open Molecules 2025 dataset | wB97M-V/def2-TZVPD
C 4.35 3.67 0.60
C 3.96 2.46 -0.27
C 4.86 2.33 -1.48
C 4.60 1.11 -2.39
C 4.04 -0.11 -1.65
C 4.24 -1.44 -2.38
C 4.07 -2.64 -1.41
C 2.72 -3.33 -1.55
C 1.55 -2.48 -1.08
C 1.54 -2.19 0.42
C 0.12 -1.96 0.95
C -0.65 -0.92 0.16
C -1.95 -1.32 -0.59
N -2.43 0.05 -0.94
C -3.90 0.27 -1.01
C -4.40 0.87 -2.35
C -3.33 0.92 -3.44
O -4.93 2.17 -2.10
C -1.73 0.93 -0.23
N -1.59 2.20 -0.57
N -1.12 0.28 0.86
C -2.05 0.15 1.94
O -2.73 1.18 2.17
O -2.13 -0.89 2.53
H 4.26 4.61 0.06
H 3.65 3.70 1.43
H 5.35 3.51 1.00
H 2.94 2.58 -0.61
H 4.00 1.60 0.39
H 4.70 3.23 -2.09
H 5.92 2.35 -1.22
H 3.91 1.37 -3.20
H 5.52 0.80 -2.88
H 2.98 0.07 -1.45
H 4.56 -0.18 -0.70
H 5.21 -1.49 -2.88
H 3.46 -1.53 -3.15
H 4.91 -3.31 -1.58
H 4.14 -2.30 -0.37
H 2.55 -3.54 -2.62
H 2.77 -4.31 -1.07
H 0.63 -3.02 -1.30
H 1.52 -1.54 -1.62
H 2.11 -1.29 0.68
H 1.98 -3.00 1.01
H 0.18 -1.58 1.97
H -0.42 -2.90 1.03
H -0.06 -0.50 -0.66
H -2.68 -1.84 0.01
H -1.62 -1.82 -1.49
H -4.21 0.94 -0.21
H -4.38 -0.68 -0.81
H -5.24 0.26 -2.70
H -2.73 1.82 -3.35
H -3.85 1.00 -4.38
H -2.73 0.03 -3.49
H -4.48 2.82 -2.65
H -1.77 2.97 0.05
H -1.36 2.42 -1.53
C 6.76 -6.57 -3.70
N 6.08 -5.41 -3.07
O 6.72 -4.73 -2.29
O 4.92 -5.22 -3.38
H 7.77 -6.61 -3.33
H 6.20 -7.47 -3.42
H 6.73 -6.42 -4.78
C -3.45 0.57 5.36
N -3.55 0.35 6.83
O -4.66 0.17 7.30
O -2.52 0.35 7.46
H -4.44 0.55 4.93
H -2.98 1.53 5.20
H -2.83 -0.23 4.94
C 3.36 -10.22 -2.79
N 4.33 -9.14 -3.14
O 4.15 -8.53 -4.16
O 5.25 -8.97 -2.36
H 2.60 -10.26 -3.57
H 3.91 -11.15 -2.73
H 2.92 -9.96 -1.83
C -5.22 -2.78 6.21
N -5.63 -4.14 6.67
O -5.45 -4.41 7.84
O -6.11 -4.88 5.84
H -4.81 -2.24 7.05
H -4.48 -2.92 5.43
H -6.11 -2.29 5.82
C 0.62 -2.14 -5.20
N -0.02 -1.01 -4.47
O 0.65 -0.40 -3.66
O -1.18 -0.77 -4.73
H 1.65 -2.23 -4.86
H 0.05 -3.04 -4.97
H 0.58 -1.91 -6.26
C -3.18 4.25 2.59
N -2.09 5.22 2.34
O -2.10 5.88 1.32
O -1.24 5.29 3.21
H -3.88 4.28 1.76
H -2.71 3.27 2.67
H -3.67 4.54 3.52
C 0.05 7.82 4.29
N 0.76 9.09 4.01
O 1.85 9.26 4.53
O 0.21 9.88 3.27
H 0.66 7.22 4.95
H -0.90 8.07 4.75
H -0.10 7.31 3.34
C -6.12 3.97 -6.27
N -5.13 3.04 -5.67
O -4.91 1.99 -6.25
O -4.61 3.39 -4.63
H -6.49 3.52 -7.19
H -6.91 4.11 -5.55
H -5.60 4.90 -6.47
C 0.13 2.78 5.77
N -0.33 4.15 6.12
O 0.51 4.95 6.48
O -1.52 4.37 6.01
H 1.20 2.73 5.91
H -0.39 2.08 6.42
H -0.14 2.60 4.73
```

Results
- strongest force on any atom (hartree/bohr) = 0.0500
- ΔE to the lowest compared entry with this formula, charge and spin (kJ/mol) = 0.0
- total charge = 0
- frontier orbital gap (eV) = 8.58

Löwdin population analysis, charges in e, atoms 1 to 8: C -0.111; C -0.285; C -0.219; C -0.198; C -0.225; C -0.178; C -0.195; C -0.212

***

(2)
DFT (wB97M-V/def2-TZVPD) results for a structure of composition C27H63MnN8O9.

XYZ file:
```
108
C27H63MnN8O9 | the Open Molecules 2025 dataset | wB97M-V/def2-TZVPD
Mn 37.56 8.02 -21.01
C 33.78 7.80 -22.32
C 34.87 6.75 -22.39
C 34.95 6.15 -23.76
O 36.09 7.24 -21.91
H 33.93 8.72 -22.87
H 33.66 8.00 -21.25
H 32.81 7.38 -22.60
H 34.61 5.98 -21.64
H 35.02 6.90 -24.56
H 34.03 5.59 -23.94
H 35.79 5.47 -23.88
C 37.92 11.29 -26.12
O 38.73 10.41 -26.07
N 36.58 11.09 -26.01
C 35.65 12.13 -26.30
C 36.02 9.79 -25.85
H 38.12 12.37 -26.23
H 34.98 12.39 -25.47
H 34.95 11.79 -27.08
H 36.14 12.99 -26.74
H 35.49 9.32 -26.68
H 36.75 9.05 -25.52
H 35.35 9.81 -24.98
C 31.19 5.33 -17.49
O 31.53 4.29 -16.99
N 31.91 6.49 -17.48
C 31.44 7.67 -18.14
C 33.27 6.54 -16.92
H 30.27 5.43 -18.10
H 32.02 7.91 -19.03
H 31.42 8.49 -17.41
H 30.38 7.58 -18.40
H 33.96 6.65 -17.76
H 33.38 7.39 -16.23
H 33.49 5.66 -16.33
C 36.39 4.76 -27.65
O 36.03 5.06 -26.51
N 37.15 5.53 -28.41
C 37.63 5.12 -29.72
C 37.54 6.84 -27.97
H 36.05 3.86 -28.19
H 37.18 4.19 -30.02
H 38.72 4.96 -29.67
H 37.60 5.95 -30.43
H 37.13 7.11 -27.01
H 38.63 6.93 -28.03
H 37.22 7.51 -28.77
C 28.54 6.73 -24.75
O 27.73 6.10 -24.15
N 29.69 7.22 -24.18
C 30.61 8.00 -24.96
C 29.92 7.16 -22.78
H 28.52 7.02 -25.81
H 30.90 8.91 -24.44
H 30.08 8.35 -25.85
H 31.51 7.45 -25.25
H 30.35 8.09 -22.41
H 29.00 7.02 -22.20
H 30.52 6.31 -22.43
C 36.16 1.29 -25.03
O 36.90 0.38 -24.73
N 34.82 1.32 -24.83
C 34.09 2.50 -25.21
C 34.14 0.18 -24.24
H 36.53 2.19 -25.56
H 33.46 2.28 -26.09
H 34.79 3.28 -25.53
H 33.41 2.97 -24.49
H 33.11 0.16 -24.57
H 34.66 -0.74 -24.45
H 34.12 0.33 -23.15
C 37.57 0.92 -21.47
O 38.11 0.03 -20.91
N 36.86 1.86 -20.84
C 36.15 2.87 -21.58
C 36.92 2.03 -19.40
H 37.52 1.03 -22.56
H 35.76 2.42 -22.49
H 36.79 3.76 -21.79
H 35.38 3.39 -21.01
H 37.71 1.42 -18.96
H 37.30 3.05 -19.21
H 35.97 1.81 -18.93
C 37.74 11.09 -22.18
O 37.63 9.94 -21.74
N 36.70 11.86 -22.41
C 35.34 11.38 -22.14
C 36.82 13.21 -22.83
H 38.72 11.55 -22.34
H 34.80 12.25 -21.73
H 35.31 10.59 -21.40
H 34.80 11.21 -23.07
H 36.88 13.39 -23.90
H 36.11 13.90 -22.40
H 37.77 13.65 -22.48
C 36.57 9.82 -18.50
O 36.53 8.92 -19.35
N 35.53 10.45 -17.99
C 34.16 10.16 -18.31
C 35.70 11.30 -16.82
H 37.52 10.12 -18.08
H 34.09 9.63 -19.25
H 33.72 11.14 -18.53
H 33.70 9.60 -17.51
H 35.29 10.84 -15.93
H 36.72 11.65 -16.70
H 35.11 12.20 -17.02
```

Results
- ⟨S²⟩ = 8.755
- strongest force on any atom (hartree/bohr) = 0.0534
- ΔE to the lowest compared entry with this formula, charge and spin (kJ/mol) = 114.6
- total charge = +1
- 2S+1 = 6
- frontier orbital gap (alpha / beta) (eV) = 6.70 / 6.56

Löwdin population analysis, charges in e, atoms 1 to 8: Mn 1.105; C -0.052; C -0.566; C -0.062; O -0.356; H 0.065; H 0.062; H 0.059

***

Among the records above, which one has the lowest ΔE to the lowest compared entry with this formula, charge and spin? C27H62N12O21

***

Which formula does entry 1 have? C27H62N12O21

***

Among the records above, which one has the highest total charge? C27H63MnN8O9

***

Which value of ΔE to the lowest compared entry with this formula, charge and spin does entry 2 give? 114.6 kJ/mol